Entry 1:
ORCA calculation (ωB97M-V with the def2-TZVPD basis set) on 2 unconnected molecules or ions with the total composition CH5NS.

As for the SMILES: C=S.N. The LUMO energy comes out at -0.0234 Ha. The gap between HOMO and LUMO is 8.46 eV. The highest occupied orbital energy is -9.1 eV.

Last column: Löwdin charge in e.
Element x y z (Å)
C (-1.791, 1.158, -0.293)  -0.4988
S (-1.217, 0.615, 1.136)  0.5972
H (-2.590, 0.745, -0.691)  -0.0637
H (-1.236, 1.921, -0.745)  -0.0210
N (1.834, -1.262, -0.009)  0.0178
H (1.925, -0.330, -0.338)  -0.0151
H (2.202, -1.316, 0.933)  0.0091
H (0.872, -1.531, 0.007)  -0.0255

***

Entry 2:
ORCA calculation (ωB97M-V with the def2-TZVPD basis set) on C7H7BrOS in the gas phase.

The LUMO energy (spin up / spin down) comes out at -0.0667 / -0.0278 Ha. The gap between HOMO and LUMO (spin up / spin down) is 7.09 / 8.18 eV. The highest occupied orbital energy (spin up / spin down) is -8.9 / -8.9 eV.

Last column: Löwdin charge in e.
Element x y z (Å)
C (-0.883, -1.230, -0.679)  -0.0913
C (0.077, -0.370, -0.720)  -0.1021
C (-2.014, -1.341, 0.287)  -0.2113
C (0.354, 0.851, -0.013)  -0.3513
C (-0.607, 1.767, 0.081)  -0.2395
C (-2.823, -0.479, 0.765)  0.1731
C (1.730, 1.062, 0.524)  -0.0373
O (-1.818, 2.873, 2.023)  -0.5287
S (-0.954, 3.177, 0.899)  0.5434
Br (-2.357, 4.298, -0.614)  0.2217
H (-0.898, -2.211, -1.066)  0.0910
H (1.013, -0.706, -1.285)  0.1472
H (-2.274, -2.391, 0.215)  0.0874
H (-2.781, 0.588, 0.972)  0.0255
H (2.417, 1.040, -0.314)  0.0895
H (2.048, 0.257, 1.186)  0.0950
H (1.787, 1.980, 1.130)  0.0875

***

Entry 3:
ORCA calculation (ωB97M-V with the def2-TZVPD basis set) on C5H11Cl2OPS in the gas phase.

As for the SMILES: CCS[C@@](C)(Cl)[P@](C)(=O)Cl. The LUMO energy comes out at 0.0033 Ha. The gap between HOMO and LUMO is 9.15 eV. The highest occupied orbital energy is -9.1 eV.

Last column: Löwdin charge in e.
Element x y z (Å)
C (2.317, -0.720, -1.206)  -0.1547
C (2.466, 0.212, 0.004)  -0.5399
S (1.375, -0.076, 1.447)  0.8644
C (-0.163, 0.841, 1.091)  -1.2646
C (-1.021, 0.598, 2.310)  -0.2687
Cl (-0.089, 2.488, 0.708)  0.6811
P (-1.215, 0.242, -0.618)  0.3749
C (-2.218, -1.362, -1.223)  -0.1570
O (-0.378, 0.635, -1.762)  -0.4325
Cl (-2.824, 1.526, -0.384)  0.2967
H (1.830, -1.686, -0.749)  0.1001
H (1.722, -0.214, -1.943)  0.0311
H (3.329, -0.790, -1.594)  0.0628
H (2.277, 1.251, -0.300)  0.0583
H (3.459, 0.209, 0.422)  0.0532
H (-2.061, 0.979, 2.208)  0.0572
H (-1.198, -0.500, 2.571)  0.1048
H (-0.583, 1.052, 3.123)  0.0334
H (-2.639, -0.951, -2.185)  0.0599
H (-3.030, -1.561, -0.689)  -0.0479
H (-1.356, -2.173, -1.230)  0.0872

***

Entry 4:
ORCA calculation (ωB97M-V with the def2-TZVPD basis set) on a molecular structure, C33H66AsN2OPReS2.

Its expectation value of S² is 3.800. Its total charge is +2. The LUMO energy (spin up / spin down) comes out at -0.1891 / -0.2388 Ha. The gap between HOMO and LUMO (spin up / spin down) is 8.19 / 7.47 eV. The highest occupied orbital energy (spin up / spin down) is -13.3 / -14.0 eV. As for the multiplicity: 4.

Last column: Löwdin charge in e.
Element x y z (Å)
Re (0.893, -1.202, -0.399)  1.0068
C (0.596, 0.284, 4.754)  -0.0264
C (0.178, -1.083, 4.191)  -0.6049
C (1.076, -2.187, 4.767)  -0.0260
C (-1.292, -1.361, 4.539)  -0.0334
C (0.332, -1.060, 2.730)  -0.0788
C (0.442, -1.026, 1.510)  -0.2864
H (0.460, 0.286, 5.837)  0.1004
H (-0.008, 1.087, 4.330)  0.0906
H (1.645, 0.488, 4.540)  0.0718
H (0.954, -2.227, 5.850)  0.0989
H (2.125, -1.991, 4.546)  0.0888
H (0.814, -3.162, 4.355)  0.0814
H (-1.411, -1.375, 5.623)  0.0993
H (-1.615, -2.329, 4.152)  0.0765
H (-1.945, -0.584, 4.139)  0.0791
C (3.784, -2.095, -1.205)  -0.1535
O (2.575, -1.339, -1.200)  -0.5731
H (3.878, -2.576, -2.178)  0.0985
H (3.774, -2.850, -0.419)  0.0582
H (4.618, -1.415, -1.047)  0.0795
C (1.112, 2.791, -4.931)  -0.1850
C (0.268, 1.654, -4.363)  -0.1995
C (1.140, 0.647, -3.615)  -0.1939
C (2.082, 1.254, -2.551)  -0.4257
C (2.756, 2.558, -3.031)  -0.1650
C (1.869, 3.518, -3.825)  -0.1890
P (1.325, 1.281, -0.867)  1.0672
C (-0.014, 2.571, -0.965)  -0.3745
C (0.097, 3.795, -0.027)  -0.1759
C (-0.864, 3.672, 1.150)  -0.1922
C (-2.301, 3.782, 0.626)  -0.1736
C (-2.444, 3.097, -0.745)  -0.1709
C (-1.421, 1.974, -0.897)  -0.2262
C (2.631, 1.953, 0.268)  -0.3941
C (3.983, 1.210, 0.177)  -0.1815
C (4.122, 0.164, 1.281)  -0.1967
C (4.187, 0.838, 2.657)  -0.1734
C (3.378, 2.139, 2.673)  -0.1782
C (2.171, 2.059, 1.739)  -0.1984
H (0.486, 3.490, -5.487)  0.1183
H (1.830, 2.377, -5.646)  0.1240
H (-0.255, 1.135, -5.170)  0.1159
H (-0.510, 2.065, -3.711)  0.0934
H (1.772, 0.140, -4.351)  0.1289
H (0.515, -0.139, -3.172)  0.0595
H (2.878, 0.524, -2.409)  0.0754
H (3.578, 2.252, -3.686)  0.1290
H (3.230, 3.080, -2.197)  0.1044
H (2.503, 4.295, -4.253)  0.1211
H (1.164, 4.042, -3.174)  0.1012
H (0.133, 2.940, -1.977)  0.0712
H (-0.184, 4.679, -0.606)  0.1301
H (1.120, 3.980, 0.290)  0.0877
H (-0.672, 4.448, 1.892)  0.1234
H (-0.704, 2.714, 1.657)  0.0993
H (-2.566, 4.836, 0.532)  0.1183
H (-3.001, 3.356, 1.349)  0.1038
H (-2.299, 3.822, -1.551)  0.1236
H (-3.453, 2.716, -0.877)  0.0901
H (-1.611, 1.381, -1.796)  0.0883
H (-1.493, 1.288, -0.046)  0.0801
H (2.778, 2.966, -0.118)  0.1028
H (4.775, 1.951, 0.311)  0.1317
H (4.149, 0.785, -0.813)  0.0857
H (5.008, -0.450, 1.117)  0.1155
H (3.265, -0.517, 1.256)  0.0763
H (5.224, 1.048, 2.925)  0.1177
H (3.808, 0.148, 3.415)  0.0984
H (4.006, 2.981, 2.370)  0.1215
H (3.043, 2.369, 3.685)  0.1109
H (1.553, 2.943, 1.879)  0.0908
H (1.554, 1.203, 2.015)  0.0713
C (0.263, -6.630, 0.477)  -0.2439
As (-0.493, -4.899, 0.151)  0.8020
C (-1.314, -4.328, 1.791)  -0.2215
C (-1.799, -5.142, -1.244)  -0.2386
S (1.168, -3.673, -0.436)  0.2600
H (-0.531, -7.314, 0.773)  0.0573
H (1.007, -6.552, 1.267)  0.0499
H (0.736, -6.983, -0.437)  0.0510
H (-2.385, -4.521, 1.756)  0.0517
H (-1.111, -3.271, 1.930)  -0.0103
H (-0.864, -4.893, 2.606)  0.0509
H (-2.796, -5.145, -0.807)  0.0467
H (-1.602, -6.100, -1.720)  0.0494
H (-1.708, -4.338, -1.967)  -0.0068
C (-5.126, -1.374, -2.162)  -0.0243
N (-3.717, -0.972, -2.208)  -0.1983
C (-3.145, -0.987, -3.555)  -0.0563
C (-2.963, -0.927, -1.099)  -0.6334
S (-1.377, -1.661, -1.247)  0.6408
N (-3.492, -0.448, 0.016)  -0.1582
C (-2.894, -0.635, 1.330)  -0.0510
C (-4.704, 0.374, 0.029)  -0.0198
H (-5.255, -2.214, -2.846)  0.1056
H (-5.789, -0.568, -2.476)  0.1050
H (-5.398, -1.703, -1.163)  0.0917
H (-3.831, -0.453, -4.211)  0.1065
H (-3.027, -2.008, -3.924)  0.0982
H (-2.182, -0.487, -3.569)  0.0562
H (-1.975, -1.198, 1.247)  0.0066
H (-3.600, -1.154, 1.981)  0.1115
H (-2.665, 0.339, 1.766)  0.0967
H (-4.901, 0.769, -0.962)  0.0904
H (-4.534, 1.200, 0.717)  0.0970
H (-5.568, -0.193, 0.376)  0.1067

***

Entry 5:
ORCA calculation (ωB97M-V with the def2-TZVPD basis set) on 2 unconnected molecules or ions with the total composition C3H3F2NO.

Its expectation value of S² is 2.012. The LUMO energy (spin up / spin down) comes out at 0.0157 / -0.1576 Ha. The gap between HOMO and LUMO (spin up / spin down) is 8.42 / 8.17 eV. The highest occupied orbital energy (spin up / spin down) is -8.0 / -12.5 eV. As for the multiplicity: 3.

Last column: Löwdin charge in e.
Element x y z (Å)
C (-0.140, -1.887, -0.966)  -0.1679
C (-0.247, -0.265, 0.926)  -0.1432
C (-0.293, -0.498, -0.573)  -0.3865
N (-0.016, -2.976, -1.289)  0.1648
O (-0.434, 0.399, -1.364)  0.2501
F (0.125, -1.381, 1.610)  0.0095
F (1.112, 3.083, 0.022)  -0.0793
H (-1.246, 0.028, 1.272)  0.1388
H (0.464, 0.538, 1.157)  0.1288
H (0.673, 2.958, -0.794)  0.0848

***

Entry 6:
ORCA calculation (ωB97M-V with the def2-TZVPD basis set) on a molecular structure, C50H32IN6OPbS2.

Its total charge is +1. The LUMO energy comes out at -0.1069 Ha. The gap between HOMO and LUMO is 6.90 eV. The highest occupied orbital energy is -9.8 eV.

Last column: Löwdin charge in e.
Element x y z (Å)
Pb (1.961, -0.089, -2.385)  1.0344
C (-5.942, -4.639, 8.275)  -0.0735
O (-6.098, -4.793, 6.881)  -0.0662
C (-5.216, -4.195, 6.057)  -0.2699
C (-5.422, -4.392, 4.684)  0.0181
C (-4.581, -3.813, 3.767)  -0.0107
C (-3.505, -3.012, 4.179)  -0.1623
C (-3.296, -2.832, 5.546)  -0.0216
C (-4.139, -3.412, 6.475)  -0.0110
C (-2.674, -2.418, 3.161)  -0.2446
N (-2.880, -2.592, 1.871)  0.1912
C (-1.900, -1.916, 1.235)  -0.1666
C (-1.062, -1.288, 2.164)  -0.1202
N (-1.577, -1.622, 3.386)  0.1936
C (0.063, -0.523, 1.777)  -0.0547
C (0.926, 0.135, 2.668)  0.0244
C (1.970, 0.874, 2.165)  -0.0150
C (2.175, 0.895, 0.785)  -0.1393
N (1.417, 0.232, -0.064)  -0.0100
C (0.338, -0.433, 0.382)  -0.1297
C (-0.549, -1.040, -0.580)  -0.1694
N (-0.304, -0.849, -1.887)  -0.0745
C (-1.118, -1.366, -2.787)  -0.1544
C (-2.224, -2.153, -2.460)  -0.0623
C (-2.494, -2.381, -1.130)  0.0011
C (-1.671, -1.791, -0.161)  -0.0658
H (-6.751, -5.207, 8.730)  0.0973
H (-6.028, -3.589, 8.572)  0.0986
H (-4.984, -5.041, 8.617)  0.0985
H (-6.254, -5.003, 4.372)  0.1236
H (-4.729, -3.961, 2.710)  0.1106
H (-2.472, -2.235, 5.910)  0.1058
H (-3.954, -3.247, 7.525)  0.1055
H (-1.212, -1.349, 4.284)  0.1551
H (0.769, 0.054, 3.735)  0.1196
H (2.633, 1.421, 2.818)  0.1171
H (2.985, 1.471, 0.363)  0.0698
H (-0.883, -1.153, -3.821)  0.1287
H (-2.847, -2.562, -3.241)  0.1182
H (-3.313, -3.002, -0.802)  0.1275
S (6.379, 3.775, -1.968)  1.0288
C (7.725, 4.831, -2.001)  -0.3983
C (7.355, 6.139, -1.995)  -0.1735
C (5.958, 6.311, -1.968)  -0.1083
C (5.267, 5.127, -1.948)  -0.4584
C (3.841, 4.891, -1.924)  -0.1935
C (3.385, 3.558, -1.839)  -0.1401
N (2.141, 3.179, -1.840)  0.1001
C (1.190, 4.123, -1.912)  -0.1523
C (1.503, 5.503, -1.964)  -0.1284
C (0.428, 6.443, -1.994)  -0.0161
C (-0.869, 6.044, -1.983)  -0.0154
C (-1.221, 4.660, -1.961)  -0.1287
C (-2.549, 4.195, -1.963)  0.0648
C (-2.795, 2.827, -1.962)  -0.1883
C (-1.657, 1.990, -1.961)  -0.1137
N (-0.420, 2.382, -1.937)  0.1328
C (-0.177, 3.701, -1.933)  -0.1522
C (-4.097, 2.191, -1.962)  -0.4401
C (-5.360, 2.722, -1.981)  -0.1073
C (-6.380, 1.748, -1.988)  -0.1748
C (-5.899, 0.479, -1.973)  -0.3880
S (-4.188, 0.440, -1.947)  1.0831
C (2.859, 5.873, -1.979)  0.0657
H (8.711, 4.412, -2.016)  0.0659
H (8.057, 6.951, -2.010)  0.1062
H (5.480, 7.274, -1.961)  0.1114
H (4.120, 2.766, -1.764)  -0.0037
H (0.669, 7.496, -2.022)  0.1171
H (-1.662, 6.781, -1.997)  0.1181
H (-3.360, 4.909, -1.966)  0.1249
H (-1.806, 0.922, -1.979)  0.0424
H (-5.560, 3.779, -1.990)  0.1122
H (-7.430, 1.980, -2.004)  0.1067
H (-6.436, -0.449, -1.973)  0.0662
H (3.121, 6.920, -2.036)  0.1242
I (4.836, -0.036, -1.638)  0.9975
C (4.984, -2.177, -1.898)  -0.5362
C (6.251, -2.685, -1.938)  -0.1523
C (6.431, -4.072, -2.006)  -0.0691
C (5.337, -4.886, -2.009)  -0.0246
C (4.030, -4.358, -1.978)  -0.1631
C (2.923, -5.230, -1.963)  -0.0322
C (1.656, -4.733, -1.933)  -0.0672
C (1.459, -3.346, -1.978)  -0.1366
C (2.481, -2.423, -2.008)  -0.2543
C (3.805, -2.944, -1.956)  -0.2648
H (7.113, -2.039, -1.911)  0.0924
H (7.430, -4.474, -2.031)  0.1101
H (5.447, -5.960, -2.054)  0.1173
H (3.102, -6.294, -1.964)  0.1147
H (0.798, -5.391, -1.900)  0.1076
H (0.438, -3.013, -2.009)  0.0545

***

Entry 7:
ORCA calculation (ωB97M-V with the def2-TZVPD basis set) on a molecular structure, C2H4P2.

The LUMO energy (spin up / spin down) comes out at -0.0412 / -0.0420 Ha. The gap between HOMO and LUMO (spin up / spin down) is 7.16 / 7.19 eV. The highest occupied orbital energy (spin up / spin down) is -8.3 / -8.3 eV.

Last column: Löwdin charge in e.
Element x y z (Å)
C (-0.580, 1.171, -0.361)  -0.7739
C (-0.128, -0.941, 0.543)  -0.7108
P (-1.737, -0.122, -0.016)  0.8209
P (0.911, 0.681, 0.393)  0.6824
H (-0.966, 1.975, -0.948)  -0.0368
H (-0.182, -1.565, 1.515)  0.0427
H (0.091, -1.728, -0.137)  -0.0158
H (2.591, 0.528, -0.989)  -0.0087

***

Entry 8:
ORCA calculation (ωB97M-V with the def2-TZVPD basis set) on 3 unconnected molecules or ions with the total composition C5H7NO.

The LUMO energy comes out at 0.0263 Ha. The gap between HOMO and LUMO is 9.06 eV. The highest occupied orbital energy is -8.3 eV.

Last column: Löwdin charge in e.
Element x y z (Å)
N (2.174, -1.730, 0.645)  0.1237
C (1.176, -1.080, 0.642)  0.0469
O (1.563, 0.489, -0.762)  -0.1152
C (0.840, 1.460, -0.538)  -0.1850
C (-1.242, 0.651, 0.390)  -0.1650
C (-1.532, -0.456, -0.577)  -0.1532
C (-0.923, -0.589, 0.772)  -0.1940
H (2.985, -1.481, 0.097)  0.0848
H (0.324, 1.950, -1.376)  0.0971
H (0.874, 1.996, 0.420)  0.0890
H (-1.761, 1.467, 0.871)  0.0999
H (-0.919, -0.525, -1.482)  0.0840
H (-2.537, -0.874, -0.696)  0.0876
H (-1.023, -1.277, 1.596)  0.0995

***

Energy relative to the best compared isomer or geometry (same formula, charge and spin) readings, ordered: 15.3; 135.7; 48.2; 1.3; 2.3; 18.7; 68.5; 152.2 kcal/mol
Energy readings, ordered: -493.98550; -3318.09831; -1932.26559; -4933.01554; -445.67205; -3615.15587; -761.14578; -324.48193 Eh
F_max readings, ordered: 5.7; 4.7; 6.0; 0.6; 8.0; 1.4; 3.6; 1.1 eV/Å